1.
Density functional theory data (the ωB97M-V functional and the def2-TZVPD basis) for a 5-piece molecular cluster, C5H22N2O4S overall in a non-equilibrium geometry.

```
! wB97M-V def2-TZVPD RIJCOSX def2/J DEFGRID3
* xyz 0 1
C 0.738 -0.367 1.932
N 1.169 0.778 1.141
C 0.312 1.774 0.398
N -0.619 2.458 1.274
C -0.722 -0.844 1.686
C -0.825 -1.605 0.390
C -0.624 -3.170 0.569
S 1.035 -3.764 0.338
H 1.495 -1.151 1.709
H 0.848 -0.051 2.927
H 1.790 1.219 1.648
H -0.173 1.113 -0.250
H 1.029 2.535 -0.083
H -0.366 3.171 1.871
H -1.551 1.945 1.435
H -1.397 0.014 1.675
H -0.923 -1.510 2.627
H -1.748 -1.525 -0.073
H -0.096 -1.205 -0.335
H -1.344 -3.637 -0.155
H -1.015 -3.430 1.511
H 1.579 -2.976 1.147
H 3.070 -0.687 -1.294
H 3.048 0.726 -1.357
O 2.684 -0.034 -1.771
H 0.586 -0.480 -2.127
H 0.068 -0.481 -3.603
O -0.021 -0.865 -2.717
H -0.293 3.635 -0.707
H -1.214 3.456 -1.838
O -0.270 3.809 -1.618
H -2.834 -0.015 -2.254
H -1.270 0.535 -2.288
O -2.145 0.631 -1.807
*
```

Properties
- ΔE to the lowest compared entry with this formula, charge and spin: 78.3 kcal/mol
- HOMO: -0.3038 Ha
- SMILES: NCNCCCCS.O.O.O.O
- Total energy: -1012.25488 a.u.

2.
Density functional theory data (the ωB97M-V functional and the def2-TZVPD basis) for one molecule with the formula C5H10O in a non-equilibrium geometry.

```
! wB97M-V def2-TZVPD RIJCOSX def2/J DEFGRID3
* xyz 0 1
C 1.045 -1.137 -0.015
C 0.124 0.027 0.373
C 0.780 0.873 1.476
C -0.319 0.946 -0.714
C -1.944 -0.387 -1.403
O -1.527 0.872 -1.237
H 0.556 -1.804 -0.730
H 1.322 -1.725 0.869
H 1.965 -0.758 -0.473
H -0.826 -0.420 0.735
H 1.077 0.252 2.329
H 0.098 1.649 1.839
H 1.683 1.366 1.094
H 0.207 1.868 -0.943
H -1.235 -1.058 -1.864
H -3.006 -0.564 -1.337
*
```

Properties
- ΔE to the lowest compared entry with this formula, charge and spin: 89.4 kcal/mol
- HOMO (spin up / spin down): -0.2631 / -0.2810 Ha
- Total energy: -271.61016 a.u.

3.
Density functional theory data (the ωB97M-V functional and the def2-TZVPD basis) for a 2-piece molecular cluster, CH6N2S overall in a non-equilibrium geometry.

```
! wB97M-V def2-TZVPD RIJCOSX def2/J DEFGRID3
* xyz 0 1
C -1.783 0.592 0.058
N 0.213 -0.767 0.039
N -0.660 0.076 -0.492
S 2.903 0.113 -0.374
H -2.092 0.411 1.044
H -2.417 1.353 -0.471
H 1.529 -0.327 -0.094
H -0.207 -0.984 0.930
H -0.473 0.339 -1.407
H 3.556 -0.511 0.653
*
```

Properties
- ΔE to the lowest compared entry with this formula, charge and spin: 71.0 kcal/mol
- HOMO: -0.2980 Ha
- Total energy: -549.27401 a.u.

Repeat the second record exactly.
Density functional theory data (the ωB97M-V functional and the def2-TZVPD basis) for one molecule with the formula C5H10O in a non-equilibrium geometry.

```
! wB97M-V def2-TZVPD RIJCOSX def2/J DEFGRID3
* xyz 0 1
C 1.045 -1.137 -0.015
C 0.124 0.027 0.373
C 0.780 0.873 1.476
C -0.319 0.946 -0.714
C -1.944 -0.387 -1.403
O -1.527 0.872 -1.237
H 0.556 -1.804 -0.730
H 1.322 -1.725 0.869
H 1.965 -0.758 -0.473
H -0.826 -0.420 0.735
H 1.077 0.252 2.329
H 0.098 1.649 1.839
H 1.683 1.366 1.094
H 0.207 1.868 -0.943
H -1.235 -1.058 -1.864
H -3.006 -0.564 -1.337
*
```

Properties
- ΔE to the lowest compared entry with this formula, charge and spin: 89.4 kcal/mol
- HOMO (spin up / spin down): -0.2631 / -0.2810 Ha
- Total energy: -271.61016 a.u.

- Among the records above, which one has the lowest total energy?
  C5H22N2O4S

- What is the formula in the first record?
  C5H22N2O4S

What did the first record say?
Density functional theory data (the ωB97M-V functional and the def2-TZVPD basis) for a 5-piece molecular cluster, C5H22N2O4S overall in a non-equilibrium geometry.

```
! wB97M-V def2-TZVPD RIJCOSX def2/J DEFGRID3
* xyz 0 1
C 0.738 -0.367 1.932
N 1.169 0.778 1.141
C 0.312 1.774 0.398
N -0.619 2.458 1.274
C -0.722 -0.844 1.686
C -0.825 -1.605 0.390
C -0.624 -3.170 0.569
S 1.035 -3.764 0.338
H 1.495 -1.151 1.709
H 0.848 -0.051 2.927
H 1.790 1.219 1.648
H -0.173 1.113 -0.250
H 1.029 2.535 -0.083
H -0.366 3.171 1.871
H -1.551 1.945 1.435
H -1.397 0.014 1.675
H -0.923 -1.510 2.627
H -1.748 -1.525 -0.073
H -0.096 -1.205 -0.335
H -1.344 -3.637 -0.155
H -1.015 -3.430 1.511
H 1.579 -2.976 1.147
H 3.070 -0.687 -1.294
H 3.048 0.726 -1.357
O 2.684 -0.034 -1.771
H 0.586 -0.480 -2.127
H 0.068 -0.481 -3.603
O -0.021 -0.865 -2.717
H -0.293 3.635 -0.707
H -1.214 3.456 -1.838
O -0.270 3.809 -1.618
H -2.834 -0.015 -2.254
H -1.270 0.535 -2.288
O -2.145 0.631 -1.807
*
```

Properties
- ΔE to the lowest compared entry with this formula, charge and spin: 78.3 kcal/mol
- HOMO: -0.3038 Ha
- SMILES: NCNCCCCS.O.O.O.O
- Total energy: -1012.25488 a.u.